2 unconnected molecules or ions with the total composition C28H25N6O6P. Source: the OMol25 dataset; level of theory: the ωB97M-V functional and the def2-TZVPD basis.

The geometry in XYZ format:
```
66
Properties=species:S:1:pos:R:3:forces:R:3:lowdin_charge:R:1
C 5.48025 -1.95119 -0.77646 -0.0772 -0.1194 0.0611 -0.05
C 4.26187 -1.18191 -0.34785 -0.1334 0.2942 0.1067 -0.27
C 4.15124 -0.65346 0.93456 0.1123 -0.1432 -0.2582 -0.05
C 3.01381 0.03707 1.33199 0.2097 -0.0431 0.4641 -0.06
C 1.94030 0.24316 0.48050 0.0976 0.0884 -0.2218 -0.21
C 0.70313 0.99133 0.95384 0.3135 -0.5861 -0.0963 -0.06
C -0.55675 0.47438 0.28574 0.5872 0.3338 0.5470 -0.18
N -0.72764 -0.82021 0.29619 -0.7213 0.5472 -0.2963 0.23
C -1.88673 -1.24243 -0.27804 0.3268 -0.6227 0.1634 -0.12
C -2.15459 -2.62986 -0.31451 -0.0156 0.1636 0.0287 -0.16
O -1.17927 -3.46107 0.29581 0.0737 0.2102 -0.7609 0.06
C -0.25831 -3.80795 -0.56494 -0.2233 -0.6139 0.4553 -0.33
N 0.50481 -4.28344 -1.28464 0.1494 0.4131 -0.0152 0.19
C -3.27417 -3.15297 -0.89685 0.1450 -0.4357 0.0317 -0.08
P -3.50464 -4.97623 -0.87243 -1.1345 -0.8182 0.2027 0.47
O -4.88729 -5.35478 -1.17700 0.0790 0.3247 -0.1983 -0.25
O -2.43993 -5.65100 -1.84560 0.2032 0.5407 0.4996 -0.09
O -3.04631 -5.52645 0.55767 0.3899 0.6117 -0.5668 -0.09
C -4.23198 -2.26842 -1.51769 0.4559 -0.1867 0.4833 -0.13
C -5.47896 -2.81632 -2.18315 -0.0571 1.0373 -0.6975 -0.16
O -6.59176 -3.00857 -1.29995 0.2162 -0.5468 0.4312 -0.08
N -6.70098 -1.96784 -0.35214 0.4534 -0.0345 0.0257 -0.03
O -7.02034 -2.39231 0.68541 -0.4121 0.0684 -0.1977 0.09
C -3.99581 -0.90783 -1.48673 -0.2677 0.2478 -0.4229 -0.13
C -4.96365 0.08662 -2.08937 0.2776 -0.0217 0.2013 -0.02
C -2.81713 -0.38888 -0.86724 -0.3418 0.2042 -0.1402 -0.13
N -2.61041 0.95925 -0.86239 0.3912 -0.2965 0.3238 0.22
C -1.51383 1.37729 -0.28561 -0.3702 0.1583 -0.2781 -0.13
C -1.30252 2.86977 -0.29760 0.1106 -1.0546 -0.1468 -0.26
C -0.27691 3.37610 -1.08668 0.1300 0.7067 0.0584 -0.02
C -0.09759 4.75711 -1.10405 -0.4335 -0.7038 0.2714 -0.05
C -0.98761 5.50054 -0.34603 0.1890 0.9349 -0.1048 -0.07
C -1.99813 4.90307 0.38555 0.2232 -0.4096 -0.1655 -0.12
N -2.15571 3.57689 0.42821 0.0081 0.4606 -0.0515 0.13
C 2.06792 -0.25514 -0.81355 -0.0348 0.0372 -0.2251 -0.04
C 3.19565 -0.94957 -1.21454 0.2975 -0.2115 -0.0363 -0.03
H 6.22642 -1.95952 0.01770 0.0451 0.0406 -0.0607 0.07
H 5.22830 -2.99109 -0.99505 -0.0345 0.0278 -0.0209 0.09
H 5.92662 -1.52826 -1.67730 0.0078 0.0279 0.0282 0.08
H 4.97297 -0.79972 1.62891 -0.0846 -0.0011 0.0729 0.11
H 2.99500 0.39670 2.35747 -0.2872 0.0378 -0.0433 0.11
H 0.82548 2.06290 0.81979 -0.0443 0.0306 -0.0330 0.11
H 0.63222 0.80766 2.02927 -0.2268 0.0978 -0.0094 0.13
H -2.61006 -5.34683 -2.74664 0.1526 -0.2258 -0.0972 0.10
H -3.50501 -4.99565 1.22365 0.0458 -0.2720 0.2263 0.10
H -5.76750 -2.12117 -2.97389 -0.0759 -0.0051 0.0801 0.11
H -5.29334 -3.76514 -2.66931 -0.1766 -0.1958 0.3279 0.11
H -5.30481 -0.24442 -3.06631 -0.2074 0.0210 0.0599 0.08
H -4.51093 1.06576 -2.20810 0.1393 -0.0660 0.0547 0.07
H -5.80209 0.20167 -1.40166 -0.1814 -0.0524 -0.2218 0.08
H 0.36786 2.71683 -1.65369 -0.0342 -0.0587 0.0278 0.12
H 0.69326 5.22155 -1.67509 -0.0137 0.0308 -0.0210 0.11
H -0.89547 6.58080 -0.32395 -0.0399 -0.0466 0.0086 0.10
H -2.69583 5.50986 0.94885 -0.0163 -0.0815 0.0724 0.11
H 1.28275 -0.12291 -1.55007 -0.0982 0.0227 0.1279 0.11
H 3.26229 -1.34786 -2.22131 -0.1298 0.0671 -0.0111 0.12
N 5.14932 2.28949 2.68249 0.0244 0.0520 0.0206 0.01
C 4.95149 2.34806 4.03455 -0.0070 -0.0400 -0.0310 -0.15
C 5.56071 3.48285 4.50087 -0.0159 0.0019 0.0146 -0.11
C 6.14667 4.13656 3.38354 -0.0008 0.0119 -0.0125 -0.12
C 5.87344 3.37599 2.27740 0.0058 -0.0322 -0.0124 -0.14
H 4.81410 1.55933 2.07897 0.0090 0.0612 -0.0494 0.09
H 4.39718 1.58049 4.54800 0.0160 0.0047 0.0206 0.10
H 5.58367 3.80869 5.52726 -0.0014 -0.0004 -0.0006 0.09
H 6.70375 5.05840 3.39184 -0.0016 0.0001 0.0006 0.09
H 6.13151 3.51420 1.24137 0.0142 0.0065 0.0060 0.10
```
Forces are in eV/Å.

Results
molecular weight	572.5	g/mol
total charge	0
largest force on an atom	1.413	eV/A
gap between HOMO and LUMO	0.2648	hartree
structure (SMILES)	Cc1ccc(Cc2nc3c(OC#N)c(P(=O)(O)O)c(CON=O)c(C)c3nc2-c2ccccn2)cc1.c1cc[nH]c1